{"formula": "C30H30BrCaN4O7", "method": "ωB97M-V/def2-TZVPD", "symbols": ["Ca", "O", "C", "O", "C", "C", "C", "C", "C", "O", "C", "C", "O", "O", "H", "H", "H", "H", "H", "H", "H", "H", "Br", "C", "C", "C", "C", "O", "C", "C", "N", "C", "C", "C", "C", "C", "C", "C", "C", "N", "C", "C", "H", "H", "H", "H", "H", "H", "H", "H", "H", "H", "C", "N", "C", "C", "C", "N", "C", "C", "O", "H", "H", "H", "H", "H", "H", "H", "H", "H", "H", "H", "H"], "positions_angstrom": [[0.9864, -0.9715, 1.3350], [1.8415, 2.7352, 2.9594], [1.7700, 1.8386, 2.1180], [0.7791, 1.0430, 1.9324], [2.9286, 1.6724, 1.1061], [2.3661, 1.3890, -0.3094], [3.4400, 1.6086, -1.3761], [4.3449, 0.3570, -1.1692], [3.6334, -0.3538, -0.0182], [2.2343, -0.0572, -0.3225], [3.8826, 0.4175, 1.3081], [3.6741, -0.4587, 2.5834], [4.6073, -0.4969, 3.3790], [2.5603, -1.1041, 2.6657], [3.4985, 2.5967, 1.1306], [1.4010, 1.8468, -0.5007], [3.9683, 2.5512, -1.2251], [2.9960, 1.6162, -2.3719], [5.3722, 0.6083, -0.9077], [4.3562, -0.2741, -2.0576], [3.7758, -1.4246, 0.0480], [4.9173, 0.7374, 1.3630], [-0.0986, -4.5081, -5.2554], [0.4379, -3.9386, -3.5157], [1.8029, -3.7452, -3.2389], [2.2033, -3.3314, -1.9959], [1.2734, -3.0697, -0.9381], [1.6626, -2.7100, 0.2167], [-0.1198, -3.2499, -1.2670], [-1.2029, -2.8971, -0.3607], [-1.0638, -2.3201, 0.7723], [-2.1856, -1.8462, 1.5086], [-3.4981, -1.9054, 1.1330], [-4.5107, -1.2764, 1.8962], [-4.2071, -0.5652, 3.0206], [-2.8620, -0.4845, 3.4524], [-2.4504, 0.2780, 4.5767], [-1.1402, 0.3152, 4.9369], [-0.2158, -0.4496, 4.1905], [-0.5587, -1.1589, 3.1445], [-1.8616, -1.1595, 2.7326], [-0.4962, -3.7013, -2.5466], [2.5351, -3.9320, -4.0149], [3.2552, -3.1923, -1.7721], [-2.2005, -3.1212, -0.7553], [-3.7822, -2.4077, 0.2169], [-5.5388, -1.3428, 1.5609], [-4.9792, -0.0541, 3.5855], [-3.1957, 0.8419, 5.1293], [-0.7912, 0.9228, 5.7615], [0.8382, -0.4736, 4.4550], [-1.5506, -3.8437, -2.7631], [-1.6902, 2.6566, 0.8979], [-1.8456, 2.3911, -0.5276], [-2.1865, 3.5195, -1.3686], [-2.7807, 3.0284, -2.6686], [-1.7777, 2.1155, -3.3359], [-1.3431, 1.0797, -2.4167], [-0.6198, -0.0370, -3.0052], [-1.3527, 1.2180, -1.0444], [-0.9530, 0.3233, -0.3152], [-2.6295, 3.0531, 1.2956], [-0.8967, 3.3876, 1.0788], [-1.4119, 1.7514, 1.4217], [-1.3023, 4.1407, -1.5692], [-2.8957, 4.1424, -0.8225], [-3.0368, 3.8633, -3.3218], [-3.6924, 2.4659, -2.4501], [-0.9178, 2.7000, -3.6911], [-2.2137, 1.6299, -4.2114], [-1.2588, -0.5849, -3.7037], [-0.2865, -0.7142, -2.2238], [0.2591, 0.3192, -3.5548]], "gap_ev": 7.00, "de_lowest_kcal_mol": 25.3, "max_force_ev_per_a": 2.6, "e_homo_ev": -4.87, "total_charge": -1}

---

{"formula": "C30H30BrIN5O2PRh", "method": "ωB97M-V/def2-TZVPD", "symbols": ["Rh", "C", "C", "N", "C", "C", "C", "O", "C", "C", "N", "C", "C", "C", "C", "C", "C", "I", "C", "O", "H", "H", "H", "H", "H", "H", "H", "H", "H", "H", "H", "H", "Br", "C", "C", "C", "C", "C", "C", "C", "C", "C", "C", "H", "H", "H", "H", "H", "H", "C", "N", "C", "N", "C", "N", "C", "P", "C", "C", "H", "H", "H", "H", "H", "H", "H", "H", "H", "H", "H", "H"], "positions_angstrom": [[-0.8525, 0.2132, 0.8290], [-1.8751, 0.9282, -3.7007], [-0.4823, 1.2370, -3.2377], [0.3341, 1.8171, -4.0722], [1.5963, 2.1192, -3.6884], [2.0904, 1.8381, -2.4499], [3.5105, 2.2117, -2.1136], [3.6091, 3.0404, -0.9594], [1.2293, 1.2046, -1.5046], [1.7725, 0.8660, -0.2300], [1.1589, 0.3796, 0.8034], [1.9346, -0.0067, 1.9377], [3.2829, -0.3543, 1.8215], [4.0358, -0.6922, 2.9321], [3.4612, -0.7147, 4.1941], [2.1141, -0.4243, 4.3287], [1.3722, -0.0906, 3.2073], [-0.6752, 0.2426, 3.4367], [-0.0842, 0.8988, -1.8948], [-0.9776, 0.3186, -1.1521], [-2.2056, 1.7103, -4.3803], [-2.5661, 0.8391, -2.8656], [-1.8860, -0.0146, -4.2529], [2.2134, 2.6115, -4.4302], [3.9682, 2.6854, -2.9843], [4.1078, 1.3251, -1.8876], [3.1896, 3.8859, -1.1531], [2.8302, 1.0632, -0.1091], [3.7520, -0.3928, 0.8478], [5.0773, -0.9534, 2.8038], [4.0465, -0.9783, 5.0637], [1.6411, -0.4673, 5.3006], [-3.3380, 0.1117, 0.7438], [-3.5490, 1.9824, 0.3590], [-4.7821, 2.4431, 0.0283], [-4.9317, 3.8283, -0.1989], [-3.8626, 4.6622, -0.0540], [-2.5831, 4.1692, 0.3056], [-1.4835, 5.0401, 0.4936], [-0.2750, 4.5408, 0.8708], [-0.0894, 3.1470, 1.0344], [-1.1051, 2.2533, 0.8289], [-2.3920, 2.7749, 0.4981], [-5.6281, 1.7746, -0.0541], [-5.9026, 4.2174, -0.4725], [-3.9784, 5.7277, -0.2081], [-1.6274, 6.1033, 0.3484], [0.5617, 5.2069, 1.0400], [0.8975, 2.8089, 1.3255], [0.8825, -4.9193, 0.7865], [1.0792, -4.1381, -0.4352], [0.0546, -4.5208, -1.4083], [-1.3107, -4.3831, -0.9047], [-1.4385, -5.1573, 0.3295], [-0.4589, -4.7933, 1.3548], [-0.7009, -3.4542, 1.8833], [-0.5743, -2.1808, 0.5501], [1.0500, -2.7059, -0.1595], [-1.6704, -2.9841, -0.7001], [1.6190, -4.6145, 1.5326], [1.0482, -5.9701, 0.5455], [0.2157, -5.5670, -1.6715], [0.1685, -3.9152, -2.3089], [-1.2935, -6.2105, 0.0863], [-2.4449, -5.0314, 0.7322], [0.0310, -3.2300, 2.6651], [-1.6906, -3.4119, 2.3449], [1.8497, -2.4567, 0.5426], [1.2323, -2.1472, -1.0823], [-1.5911, -2.4302, -1.6384], [-2.7113, -2.9168, -0.3735]], "gap_ev": 7.07, "de_lowest_kcal_mol": 0.0, "max_force_ev_per_a": 0.2, "e_homo_ev": -10.63, "total_charge": 1}

---

{"formula": "C30H30Cl2N6O3Y", "method": "ωB97M-V/def2-TZVPD", "symbols": ["Y", "C", "N", "C", "C", "C", "C", "C", "C", "C", "N", "C", "C", "C", "C", "C", "C", "N", "C", "C", "H", "H", "H", "H", "H", "H", "H", "H", "H", "H", "H", "H", "H", "H", "H", "H", "H", "H", "H", "H", "Cl", "C", "C", "C", "Cl", "C", "C", "C", "C", "N", "C", "C", "O", "H", "H", "H", "H", "C", "N", "C", "C", "C", "O", "N", "C", "O", "H", "H", "H", "H", "H", "H"], "positions_angstrom": [[0.5008, 0.3000, -0.2234], [-1.4155, -1.9975, 0.2946], [-0.1593, -1.5994, 0.8941], [1.0050, -2.4227, 0.6338], [-0.2407, -1.2416, 2.2705], [-0.7880, -2.1704, 3.1882], [-0.9955, -1.8468, 4.5248], [-0.6993, -0.5648, 4.9600], [-0.1421, 0.3583, 4.0705], [0.1984, 0.0396, 2.7375], [0.7450, 0.9826, 1.9139], [2.0344, 1.4459, 2.0603], [2.6461, 1.6597, 3.3180], [3.8849, 2.2959, 3.4801], [4.5910, 2.7347, 2.3763], [4.0674, 2.5034, 1.1107], [2.8160, 1.8620, 0.9238], [2.4113, 1.5682, -0.4104], [2.3184, 2.7035, -1.3022], [3.0550, 0.3680, -0.9063], [-1.7274, -2.9991, 0.6106], [-2.2145, -1.2861, 0.5336], [-1.3160, -2.0121, -0.7964], [0.8598, -3.4484, 0.9926], [1.1906, -2.4709, -0.4449], [1.9094, -2.0187, 1.1019], [-1.0602, -3.1626, 2.8443], [-1.4148, -2.5756, 5.2067], [-0.8998, -0.2678, 5.9823], [0.0260, 1.3751, 4.4214], [2.1475, 1.3487, 4.2270], [4.2742, 2.4494, 4.4806], [5.5446, 3.2346, 2.4929], [4.6472, 2.8065, 0.2466], [3.3027, 3.0686, -1.6143], [1.7726, 2.4163, -2.2080], [1.7628, 3.5283, -0.8416], [4.0978, 0.5605, -1.1853], [3.0431, -0.4413, -0.1697], [2.5318, 0.0040, -1.7968], [3.4430, -3.0161, -3.1154], [1.7036, -2.8817, -2.9764], [0.9814, -3.7893, -3.7474], [-0.4004, -3.7661, -3.7088], [-1.2261, -4.9308, -4.6996], [-1.0846, -2.8387, -2.9019], [-2.4980, -2.7813, -2.8335], [-3.1373, -1.8535, -2.0268], [-2.3436, -0.9996, -1.3030], [-0.9998, -1.0219, -1.3403], [-0.3388, -1.9158, -2.1181], [1.0906, -1.9115, -2.1336], [1.7775, -1.0828, -1.4300], [1.5059, -4.5056, -4.3706], [-3.1129, -3.4639, -3.4123], [-4.2161, -1.8011, -1.9671], [-2.7657, -0.2450, -0.6482], [-4.5990, 1.8176, -2.1714], [-3.4831, 2.1931, -1.3195], [-3.5291, 3.4316, -0.6004], [-2.5106, 3.7932, 0.1884], [-1.3530, 2.8881, 0.2934], [-0.4046, 3.1820, 1.0022], [-1.3449, 1.7242, -0.4021], [-2.3895, 1.3721, -1.1999], [-2.3388, 0.3132, -1.8084], [-5.4002, 2.5877, -2.1577], [-5.0358, 0.8585, -1.8202], [-4.2508, 1.7002, -3.2197], [-4.3892, 4.0897, -0.6870], [-2.5388, 4.7304, 0.7362], [0.8781, 1.0354, -2.0992]], "gap_ev": [5.21, 5.21], "max_force_ev_per_a": 13.0, "e_homo_ev": [-3.03, -3.03], "total_charge": -1}

---

{"formula": "C30H30GeN6O2PdS2", "method": "ωB97M-V/def2-TZVPD", "symbols": ["Pd", "O", "N", "C", "C", "C", "C", "C", "S", "H", "H", "H", "H", "C", "Ge", "C", "C", "C", "C", "C", "C", "C", "C", "C", "C", "C", "C", "C", "C", "C", "C", "H", "H", "H", "H", "H", "H", "H", "H", "H", "H", "H", "H", "H", "H", "H", "C", "S", "O", "C", "C", "C", "C", "C", "C", "H", "H", "H", "H", "H", "H", "H", "H", "N", "N", "N", "C", "N", "N", "H", "H", "H"], "positions_angstrom": [[0.9063, 0.2355, -0.5073], [2.2263, 4.8401, -2.5210], [3.2473, 4.0457, -2.3198], [4.3924, 4.5126, -2.7496], [5.5723, 3.7867, -2.7169], [5.5500, 2.5208, -2.1895], [4.3206, 2.0325, -1.7998], [3.0844, 2.7407, -1.8769], [1.5141, 2.1419, -1.7149], [4.3261, 5.5230, -3.1981], [6.3863, 4.2181, -3.3141], [6.4580, 1.9563, -2.2345], [4.2755, 1.0308, -1.5200], [-1.9995, 0.3463, -3.2664], [-1.4472, 0.4684, -1.3253], [-2.5339, 2.0985, -0.8198], [-1.9829, 3.2691, -0.2986], [-2.8644, 4.3545, 0.0373], [-4.2482, 4.2645, -0.0803], [-4.8243, 3.0821, -0.5782], [-3.9485, 2.0009, -0.8479], [-2.8663, -0.8370, -0.6801], [-3.4340, -1.7095, -1.5578], [-4.3023, -2.7368, -1.1522], [-4.4831, -2.9756, 0.1651], [-3.9052, -2.1362, 1.1765], [-4.1407, -2.3514, 2.5217], [-3.5066, -1.6236, 3.4884], [-2.6174, -0.5227, 3.0863], [-2.5312, -0.2239, 1.7295], [-3.0402, -1.0648, 0.7555], [-3.0607, 0.3874, -3.3029], [-1.6176, -0.5356, -3.7362], [-1.5596, 1.2031, -3.8094], [-0.9042, 3.4351, -0.3238], [-2.4431, 5.2474, 0.5066], [-4.8102, 5.1642, 0.0499], [-5.8240, 3.0860, -0.9991], [-4.4198, 1.1428, -1.2928], [-3.4168, -1.5069, -2.5734], [-4.8016, -3.3522, -1.8451], [-5.2246, -3.7400, 0.4452], [-4.8161, -3.1949, 2.8309], [-3.6700, -1.8660, 4.5022], [-2.0801, 0.0336, 3.7950], [-1.9984, 0.7001, 1.4893], [0.9731, 0.3297, 2.6040], [1.4631, -0.9630, 1.3567], [0.7837, -2.1777, 1.8981], [3.1782, -1.1966, 1.8881], [3.5416, -2.2206, 2.7808], [4.8363, -2.3305, 3.2359], [5.8492, -1.5346, 2.5555], [5.4545, -0.5482, 1.7114], [4.1171, -0.3585, 1.3668], [0.6599, -0.3180, 3.4870], [0.1741, 0.9074, 2.1205], [1.8193, 0.9042, 2.8721], [2.7860, -2.8264, 3.2585], [5.1308, -2.9701, 4.0781], [6.8506, -1.5902, 2.9142], [6.1647, 0.1470, 1.3423], [3.8408, 0.3653, 0.6639], [-1.1232, -4.2514, 0.2301], [-0.1412, -3.9951, -0.7014], [-0.4309, -3.0134, -1.6382], [0.6734, -3.1586, -2.3581], [1.5341, -4.0722, -1.9150], [0.9841, -4.6637, -0.8689], [-0.9461, -3.6348, 0.9951], [-2.0524, -3.8016, -0.1380], [0.9423, -2.5201, -3.1670]], "gap_ev": 4.99, "de_lowest_kcal_mol": 16.7, "max_force_ev_per_a": 3.6, "e_homo_ev": -0.59, "total_charge": -2}

---

{"formula": "C30H30N3NaO2", "method": "ωB97M-V/def2-TZVPD", "symbols": ["Na", "O", "C", "O", "C", "C", "C", "C", "C", "C", "C", "C", "C", "N", "H", "H", "H", "H", "H", "H", "C", "C", "C", "C", "C", "C", "C", "C", "N", "C", "C", "C", "C", "N", "C", "C", "C", "C", "C", "C", "C", "C", "H", "H", "H", "H", "H", "H", "H", "H", "H", "H", "H", "H", "H", "H", "H", "H", "H", "H", "H", "H", "H", "H", "H", "H"], "positions_angstrom": [[1.1727, 0.0858, -0.8758], [3.1367, 3.1714, -0.6277], [2.9436, 1.9589, -0.5372], [2.7547, 1.1090, -1.4580], [2.8478, 1.4304, 0.9237], [3.4555, 2.1960, 1.9558], [3.3404, 1.7783, 3.2380], [2.6087, 0.5983, 3.5357], [2.4378, 0.1131, 4.8570], [1.7189, -1.0226, 5.0915], [1.1397, -1.7271, 4.0058], [1.2911, -1.2758, 2.7265], [2.0327, -0.0941, 2.4650], [2.1570, 0.3371, 1.1654], [3.9747, 3.1007, 1.6755], [3.7954, 2.3371, 4.0494], [2.8876, 0.6609, 5.6781], [1.5962, -1.3880, 6.1031], [0.5761, -2.6318, 4.1975], [0.8576, -1.8068, 1.8855], [-1.7086, 1.0074, 2.3142], [-1.2974, 2.2776, 1.6176], [-1.2159, 3.4792, 2.3110], [-0.8080, 4.6422, 1.6730], [-0.4839, 4.6092, 0.3265], [-0.5560, 3.4279, -0.4076], [-0.1908, 3.3923, -1.8704], [-0.9680, 2.2808, 0.2631], [-0.9142, 1.0124, -0.4207], [-1.8997, 0.5362, -1.0481], [-3.2464, 1.1834, -1.1841], [-1.6829, -0.8455, -1.7304], [-2.8268, -1.4068, -2.5221], [-0.5537, -1.3988, -1.5685], [-0.2649, -2.6813, -2.1509], [0.5096, -2.7258, -3.3080], [0.9609, -1.4604, -3.9971], [0.8598, -3.9758, -3.8067], [0.4704, -5.1419, -3.1636], [-0.2894, -5.0638, -2.0058], [-0.6705, -3.8338, -1.4808], [-1.4891, -3.7523, -0.2178], [-1.8502, 1.1897, 3.3799], [-0.9517, 0.2269, 2.2034], [-2.6464, 0.6020, 1.9197], [-1.4639, 3.4887, 3.3665], [-0.7344, 5.5695, 2.2275], [-0.1408, 5.5075, -0.1738], [0.1172, 4.3794, -2.2127], [-1.0342, 3.0760, -2.4911], [0.6489, 2.7218, -2.0710], [-3.2758, 2.1302, -0.6508], [-4.0297, 0.5276, -0.7954], [-3.4834, 1.3620, -2.2363], [-3.1001, -0.7225, -3.3298], [-3.7132, -1.5075, -1.8906], [-2.5779, -2.3750, -2.9479], [0.1265, -0.7959, -4.2328], [1.4652, -1.6986, -4.9333], [1.6724, -0.8778, -3.4040], [1.4599, -4.0281, -4.7083], [0.7676, -6.1056, -3.5562], [-0.5879, -5.9687, -1.4878], [-1.5879, -4.7380, 0.2362], [-2.4998, -3.3787, -0.4066], [-1.0401, -3.0787, 0.5175]], "gap_ev": 8.16, "de_lowest_kcal_mol": 1.7, "max_force_ev_per_a": 1.6, "e_homo_ev": -8.36}

---

{"formula": "C30H30N3O6S7W", "method": "ωB97M-V/def2-TZVPD", "symbols": ["W", "C", "C", "C", "C", "C", "C", "C", "C", "N", "C", "O", "C", "C", "C", "C", "C", "N", "C", "O", "N", "C", "C", "C", "C", "C", "C", "C", "C", "H", "H", "H", "H", "H", "H", "H", "H", "H", "H", "H", "H", "H", "H", "H", "H", "H", "H", "H", "H", "H", "C", "S", "C", "C", "S", "S", "C", "S", "S", "H", "H", "H", "C", "O", "C", "C", "H", "H", "H", "H", "H", "H", "O", "S", "O", "O", "S"], "positions_angstrom": [[0.1859, -0.5760, 0.0570], [1.1131, -1.8938, -3.9418], [-0.1243, -1.0388, -3.9541], [-1.0695, -1.2291, -4.9552], [-2.2030, -0.4420, -5.0275], [-2.3649, 0.6035, -4.1361], [-1.4355, 0.8369, -3.1324], [-1.5681, 2.0546, -2.2705], [-0.3470, -0.0380, -2.9952], [0.5819, 0.1043, -1.9013], [1.8316, 0.4936, -2.2632], [2.2138, 0.8540, -3.3669], [2.7537, 0.4234, -1.1011], [4.0905, 0.7856, -1.1638], [4.8580, 0.7079, -0.0207], [4.2605, 0.2601, 1.1580], [2.9384, -0.1064, 1.1373], [2.1847, -0.0207, 0.0258], [2.1948, -0.6167, 2.3408], [2.7630, -0.7972, 3.4058], [0.8984, -0.8451, 2.0408], [-0.0612, -0.9097, 3.1049], [-0.9192, -2.0240, 3.2232], [-0.6885, -3.2920, 2.4457], [-1.9590, -1.9842, 4.1379], [-2.1421, -0.8898, 4.9642], [-1.2254, 0.1415, 4.9292], [-0.1636, 0.1486, 4.0300], [0.8373, 1.2651, 4.1433], [0.9295, -2.8437, -4.4452], [1.4631, -2.0946, -2.9301], [1.9142, -1.3699, -4.4653], [-0.9069, -2.0155, -5.6841], [-2.9477, -0.6289, -5.7913], [-3.2192, 1.2629, -4.2195], [-2.3535, 2.7049, -2.6539], [-0.6293, 2.6070, -2.2700], [-1.8258, 1.8051, -1.2442], [4.4785, 1.1244, -2.1141], [5.9010, 0.9933, -0.0307], [4.8042, 0.1932, 2.0897], [0.3677, -3.5659, 2.4754], [-0.9874, -3.1798, 1.4077], [-1.2687, -4.1056, 2.8806], [-2.6312, -2.8307, 4.2092], [-2.9793, -0.8551, 5.6495], [-1.3263, 0.9766, 5.6124], [0.3811, 2.1233, 4.6359], [1.2147, 1.5906, 3.1778], [1.6939, 0.9281, 4.7316], [-2.9236, 3.8431, 1.4747], [-1.4363, 4.6546, 2.1235], [-0.1974, 4.3715, 0.9076], [0.2995, 3.1763, 0.4946], [-0.2524, 1.6569, 1.1088], [1.6210, 3.2828, -0.6627], [1.7225, 5.0134, -0.7681], [2.7992, 5.8018, -1.7185], [0.5651, 5.8026, 0.2411], [-3.7190, 4.0868, 2.1774], [-2.7981, 2.7698, 1.4311], [-3.1633, 4.2289, 0.4879], [-0.7547, -3.4531, -1.8454], [0.4845, -3.4505, -1.1333], [0.9093, -2.4683, -0.3245], [2.2137, -2.9803, 0.2301], [-1.5426, -3.8649, -1.2155], [-0.6040, -4.1024, -2.7065], [-1.0515, -2.4668, -2.1767], [2.2888, -4.0542, 0.0639], [2.3115, -2.7709, 1.2938], [3.0516, -2.4941, -0.2813], [-3.9291, 1.2478, -0.1083], [-4.1319, -0.1723, -0.2458], [-4.7246, -0.8449, 0.8769], [-4.4949, -0.6509, -1.5514], [-2.0504, -0.9582, -0.1088]], "gap_ev": [5.80, 5.80], "de_lowest_kcal_mol": 7.8, "max_force_ev_per_a": 2.5, "e_homo_ev": [-5.07, -5.07], "total_charge": -1}